# 1
C7H15CsNO6S | ωB97M-V/def2-TZVPD

Each line ends with the Löwdin charge.
Positions of all 31 atoms, in Å:
Cs: 1.37173 1.34234 0.18269  1.137
S: 3.33296 0.58188 3.02726  0.050
O: 3.79822 -0.73739 3.43657  -0.429
O: 3.83212 0.87781 1.69826  -0.584
O: 1.87324 0.54417 2.95190  -0.596
O: 3.68151 1.67321 3.95058  -0.446
C: -0.59744 -0.25641 -2.93917  0.002
C: 0.83661 0.10777 -3.33220  -0.593
O: 1.71674 0.05516 -2.50278  -0.075
N: 1.01742 0.54313 -4.57592  0.019
C: 2.34132 0.94134 -5.12651  -0.043
H: -0.57449 -0.49107 -1.87498  0.059
H: -1.00162 -1.12807 -3.45390  0.083
H: -1.27517 0.59248 -3.02957  0.081
H: 0.22895 0.57498 -5.20631  0.136
H: 2.68932 0.18958 -5.83493  0.080
H: 3.15920 1.06236 -4.41621  0.086
H: 2.26700 1.93938 -5.55836  0.077
C: -1.68746 0.31767 2.22833  -0.150
C: -2.49864 -0.77414 1.53870  -0.191
C: -2.48951 -1.97600 2.48282  -0.163
O: -1.98146 -1.42797 3.73139  -0.127
C: -2.04219 -0.04362 3.68861  -0.220
H: -1.99670 1.33473 1.98739  0.108
H: -0.63260 0.19783 1.98132  0.042
H: -1.97214 -1.04484 0.62349  0.089
H: -3.51724 -0.56798 1.20994  0.103
H: -1.86898 -2.76766 2.06289  0.117
H: -3.52078 -2.31338 2.58644  0.106
H: -1.44356 0.41780 4.47400  0.130
H: -3.04635 0.23493 4.00824  0.111

Atoms 1-6, force components in eV/Å:
0.862 -0.164 1.085
0.509 -0.046 2.451
0.660 -0.609 0.523
0.855 0.897 -3.373
-3.465 0.013 -0.915
0.591 0.052 0.295

Output
Gap between HOMO and LUMO: 3.99 eV
Lowest unoccupied orbital energy: 1.279 eV
Net charge: -1

# 2
C4H13N3O | ωB97M-V/def2-TZVPD

Each line ends with the natural charge from an NBO analysis.
Positions of all 21 atoms, in Å:
C: -1.40781 -0.92095 -0.14403  0.199
C: -0.11241 -1.31844 0.06981  0.605
C: -1.55444 1.62214 0.31376  -0.414
C: 2.77603 -0.19325 0.27780  -0.378
N: -2.51124 -1.57023 0.14574  -0.756
N: -1.42445 0.48638 -0.73505  -0.539
N: 1.65174 -0.07149 -0.71596  -0.735
O: 0.47166 -2.43349 0.14897  -0.563
H: -0.65620 2.35195 0.17582  0.252
H: -2.45601 2.10198 0.04857  0.243
H: -1.63068 1.24454 1.31121  0.249
H: 2.49040 0.47924 0.98420  0.221
H: 2.74017 -1.11864 0.63233  0.174
H: 3.80677 0.02808 -0.30926  0.263
H: -2.63465 -2.46733 -0.30702  0.446
H: -3.27242 -1.30040 0.74710  0.449
H: -0.57530 0.71486 -1.23720  0.446
H: -2.18787 0.73440 -1.39163  0.471
H: 1.50609 0.83822 -1.12874  0.395
H: 1.98314 -0.60688 -1.55526  0.412
H: 1.37699 -2.53542 0.51501  0.560

Atoms 1-6, force components in eV/Å:
2.965 1.975 -1.123
0.086 0.074 -0.269
2.034 0.988 -0.872
1.493 3.335 -5.210
-0.781 -1.150 -0.283
-0.730 1.141 0.968

Output
Gap between HOMO and LUMO: 8.47 eV
Lowest unoccupied orbital energy: -9.639 eV
Net charge: +2
ΔE to the lowest compared entry with this formula, charge and spin: 4.679 eV

# 3
C16H52N8O10 | ωB97M-V/def2-TZVPD

Each line ends with the Löwdin charge.
Positions of all 86 atoms, in Å:
N: 1.78188 1.57183 1.97745  0.143
C: 1.47688 0.56683 2.73945  -0.572
N: 2.57788 0.06783 3.23845  0.122
O: 0.21988 0.05583 3.03445  -0.056
H: 0.95988 2.13183 1.73545  0.088
H: 2.71988 1.99283 2.03245  0.168
H: 2.36488 -0.64317 3.97345  0.171
H: 3.58188 0.40383 3.10645  0.181
N: 1.31488 -3.29317 0.35345  0.195
C: 1.46888 -4.16017 -0.57855  -0.666
N: 2.50788 -3.94917 -1.30555  0.171
O: 0.77388 -5.33017 -0.68955  -0.132
H: 0.54888 -3.52617 1.00645  0.084
H: 1.93988 -2.49417 0.46045  0.064
H: 2.80788 -4.63317 -1.97055  0.117
H: 2.71888 -3.00117 -1.50555  0.028
N: -0.95612 2.42883 -1.89855  0.148
C: -1.02612 3.24883 -2.93755  -0.598
N: -0.15212 4.22583 -2.77455  0.164
O: -1.86912 3.08683 -3.99955  -0.090
H: -1.57012 1.64983 -1.92655  0.072
H: -0.52712 2.71483 -0.98655  0.118
H: -0.11312 5.05383 -3.47355  0.178
H: 0.57188 4.26683 -2.15555  0.055
N: 2.46688 0.32783 -0.23755  0.167
C: 3.08888 -0.79017 -0.26755  -0.625
N: 3.19388 -1.26117 0.92545  0.151
O: 3.43688 -1.44417 -1.41455  -0.086
H: 2.16288 0.69883 -1.12255  0.069
H: 2.13488 0.90383 0.58145  0.066
H: 3.78288 -2.07417 1.02845  0.142
H: 2.84688 -0.81217 1.80045  0.069
C: -2.36112 -3.55617 1.05445  -0.021
C: -1.49512 -3.37717 2.28045  -0.626
C: -0.94812 -4.75517 2.70145  -0.027
O: -0.59612 -2.50217 2.19845  -0.035
H: -3.19812 -4.30417 1.22845  0.111
H: -1.70912 -4.03917 0.27345  0.102
H: -2.74012 -2.62817 0.75045  0.031
H: -2.06512 -2.91317 3.11545  0.150
H: -0.20612 -5.03917 1.94045  0.067
H: -1.61912 -5.59417 2.70645  0.070
H: -0.48412 -4.82017 3.70345  0.083
H: -0.95612 -1.71717 2.56645  0.041
C: 3.19988 2.83183 -3.13455  -0.004
C: 2.17988 1.75183 -3.53255  -0.598
C: 2.58288 0.43183 -4.13455  -0.032
O: 1.46688 1.40983 -2.52755  -0.091
H: 3.86588 3.11983 -3.94355  0.085
H: 3.76288 2.46083 -2.29555  0.073
H: 2.68088 3.67783 -2.82455  0.030
H: 1.46988 2.13483 -4.29155  0.146
H: 1.73488 -0.32117 -4.13955  0.105
H: 3.42288 0.08883 -3.50155  0.077
H: 2.90988 0.61583 -5.16755  0.081
H: 0.54788 1.74383 -2.54155  0.062
C: -2.44212 -0.56817 -0.92255  -0.001
C: -0.92412 -0.82117 -0.67955  -0.631
C: -0.23712 -1.17917 -1.99555  -0.014
O: -0.34012 0.11283 -0.15455  -0.004
H: -2.89812 -1.38417 -1.53655  0.111
H: -2.69912 0.40883 -1.37255  0.065
H: -2.98812 -0.53117 -0.01555  0.036
H: -0.77612 -1.68917 -0.04355  0.103
H: -0.36412 -0.53017 -2.82155  0.064
H: -0.49112 -2.18417 -2.28455  0.090
H: 0.86888 -1.22817 -1.85955  0.074
H: 0.62388 -0.10917 -0.18455  0.092
C: -0.76212 3.39083 2.22245  -0.167
O: -0.68912 2.76983 1.01145  -0.179
H: -1.79112 3.48083 2.47745  0.054
H: -0.32312 4.39683 2.12245  0.111
H: -0.26712 2.68183 2.95045  0.099
H: -0.94512 1.80983 1.08245  0.076
C: -4.21912 2.64183 0.53745  -0.151
O: -4.00312 3.48183 1.65345  -0.120
H: -3.28312 2.13483 0.18245  0.062
H: -4.59112 3.24683 -0.30955  0.094
H: -4.90412 1.86583 0.71745  0.065
H: -3.34412 4.13883 1.40545  0.067
C: -2.47212 0.16083 2.62045  -0.162
O: -3.77812 -0.34017 2.81145  -0.079
H: -2.35212 1.21483 2.32045  0.069
H: -1.99112 -0.42117 1.90545  0.024
H: -2.01312 0.08583 3.60845  0.092
H: -4.28612 0.27883 3.31645  0.072

Atoms 1-6, force components in eV/Å:
-1.211 3.779 -1.392
-6.346 -2.735 2.880
2.638 -3.075 3.674
6.906 3.216 -1.816
0.697 0.295 -0.636
-1.113 -0.057 0.082

Output
Gap between HOMO and LUMO: 7.30 eV
Lowest unoccupied orbital energy: -0.785 eV
ΔE to the lowest compared entry with this formula, charge and spin: 10.087 eV

# 4
C22H24FN3O2 | ωB97M-V/def2-TZVPD

Each line ends with the natural charge from an NBO analysis.
Positions of all 52 atoms, in Å:
C: 0.39299 -2.59651 1.31767  -0.249
O: -0.74582 -1.81000 1.08818  -0.531
C: -1.65926 -2.20899 0.14064  0.322
C: -1.50276 -3.37009 -0.60167  -0.295
C: -2.42071 -3.73835 -1.57140  -0.230
C: -3.52450 -2.94091 -1.79723  -0.226
C: -3.69837 -1.79020 -1.05409  -0.224
C: -2.78270 -1.37866 -0.08175  0.106
N: -3.07621 -0.21249 0.61765  -0.441
C: -3.36463 0.99778 -0.11872  -0.208
C: -2.09699 1.84577 -0.27206  -0.240
N: -1.60085 2.21306 1.04057  -0.439
C: -0.47888 3.13990 0.98102  -0.237
C: 0.69611 2.60298 0.22679  0.046
N: 1.51210 1.64568 0.76167  -0.468
C: 2.34788 1.31948 -0.18095  0.480
C: 3.37925 0.31157 -0.08831  -0.127
C: 4.19774 0.01773 -1.17869  -0.156
C: 5.16581 -0.96187 -1.07602  -0.282
C: 5.30361 -1.64054 0.12233  0.399
F: 6.24599 -2.60042 0.22423  -0.322
C: 4.50397 -1.36655 1.21989  -0.273
C: 3.54035 -0.38557 1.11045  -0.161
O: 2.14607 2.01181 -1.32354  -0.411
C: 1.08828 2.82497 -1.06733  0.264
C: 0.60400 3.73079 -2.13722  -0.657
C: -1.28866 1.02145 1.81670  -0.241
C: -2.52051 0.11711 1.90883  -0.217
H: 0.94748 -2.07942 2.09986  0.197
H: 1.02421 -2.67181 0.42513  0.179
H: 0.13036 -3.60142 1.66517  0.176
H: -0.64150 -3.99918 -0.44071  0.215
H: -2.26570 -4.64388 -2.13769  0.211
H: -4.25778 -3.21648 -2.54021  0.211
H: -4.58134 -1.19004 -1.21367  0.210
H: -3.75907 0.76126 -1.10592  0.209
H: -4.11141 1.57354 0.43874  0.195
H: -2.32765 2.76046 -0.82502  0.196
H: -1.35726 1.26303 -0.85096  0.169
H: -0.82848 4.06309 0.51033  0.202
H: -0.17754 3.35554 2.00862  0.216
H: 4.06877 0.55968 -2.10278  0.228
H: 5.80962 -1.20529 -1.90640  0.232
H: 4.64619 -1.91819 2.13565  0.231
H: 2.89832 -0.13676 1.93973  0.240
H: 1.44225 4.26398 -2.58293  0.230
H: -0.09995 4.44672 -1.72362  0.231
H: 0.10833 3.16221 -2.92444  0.227
H: -0.99551 1.33795 2.82017  0.197
H: -0.45666 0.45696 1.37517  0.202
H: -2.27403 -0.79359 2.44953  0.223
H: -3.30494 0.65268 2.45861  0.189

Atoms 1-6, force components in eV/Å:
0.210 -0.143 -0.002
-0.502 0.095 -0.276
0.052 0.123 0.082
0.124 -0.068 0.046
-0.017 -0.024 -0.021
0.031 -0.047 -0.108

Output
Gap between HOMO and LUMO: 7.90 eV
Lowest unoccupied orbital energy: 0.601 eV
ΔE to the lowest compared entry with this formula, charge and spin: 2.202 eV

# 5
C7H10 | ωB97M-V/def2-TZVPD

Each line ends with the natural charge from an NBO analysis.
Positions of all 17 atoms, in Å:
C: 0.35835 2.07865 0.88922  -0.439
C: -0.22690 0.95125 0.46946  0.055
C: -1.02206 0.67100 -0.76053  -0.294
C: -0.35930 -0.30888 -1.65638  -0.426
C: -1.07102 -0.77435 -0.38370  -0.184
C: -0.05458 -0.53409 0.87611  -0.233
C: 1.19477 -1.30171 0.74545  -0.608
H: 1.05175 1.98518 1.76582  0.209
H: 0.06929 3.02694 0.34425  0.212
H: -1.71107 1.38448 -1.09530  0.218
H: -0.85201 -0.59173 -2.62683  0.223
H: 0.70445 -0.31663 -1.85132  0.207
H: -1.85276 -1.34349 -0.53319  0.202
H: -0.70781 -0.68165 1.76435  0.220
H: 1.06372 -2.28581 1.01135  0.216
H: 1.96545 -0.70816 1.33163  0.209
H: 1.44974 -1.25097 -0.29039  0.213

Atoms 1-6, force components in eV/Å:
-0.544 -0.323 0.110
2.491 0.407 -0.768
0.563 0.659 1.048
-0.400 -0.751 -1.024
4.760 2.264 0.159
-4.617 0.439 -1.353

Output
Gap between HOMO and LUMO: 10.11 eV
Lowest unoccupied orbital energy: 1.162 eV
ΔE to the lowest compared entry with this formula, charge and spin: 3.299 eV

# 6
C50H70Cl2FN4O14PS3 | ωB97M-V/def2-TZVPD

Each line ends with the Löwdin charge.
Positions of all 145 atoms, in Å:
C: -9.83051 -1.25310 -0.16064  -0.107
C: -8.36170 -0.87305 -0.59803  -0.282
C: -7.46481 -0.36197 0.61712  -0.611
Cl: -7.63158 1.45054 0.85507  0.577
C: -5.97788 -0.82221 0.52183  -0.137
C: -5.40213 -1.74313 1.52832  -0.104
F: -6.22711 -2.14592 2.54823  0.056
C: -4.03164 -2.23779 1.46920  0.030
C: -3.11233 -1.84145 0.36649  0.004
C: -3.64363 -0.92555 -0.63635  -0.112
C: -2.77333 -0.46007 -1.84233  -0.157
C: -2.50171 1.11967 -1.84214  -0.180
C: -1.02571 1.48988 -1.36155  -0.205
N: -1.15975 2.50454 -0.27105  -0.070
C: -0.72436 3.85230 -0.69434  -0.178
C: -1.61340 4.97093 -0.03615  -0.117
C: -2.97082 5.29992 -0.48878  -0.028
C: -3.75664 6.33117 0.20208  -0.094
C: -3.20938 7.08694 1.33335  -0.087
C: -1.85928 6.78260 1.79780  -0.027
C: -1.08105 5.73584 1.09845  -0.221
O: 0.22132 5.50478 1.58267  -0.007
C: -5.04625 -0.42412 -0.57100  -0.384
S: -5.75219 0.68309 -1.84606  0.781
C: -1.69409 -2.44982 0.36828  -0.266
O: -1.04097 -2.72847 -0.60660  0.055
C: -1.09475 -2.76497 1.78971  -0.026
C: -2.00924 -3.13652 2.89486  0.010
C: -1.55000 -3.44934 4.24782  -0.161
N: -2.45502 -3.82758 5.34121  0.108
C: -2.24071 -2.98578 6.23740  -0.725
S: -2.42390 -1.83977 7.34855  0.743
C: -0.10406 -3.43173 4.55327  0.056
C: 0.82704 -3.09712 3.45413  -0.173
C: 2.34879 -3.13711 3.82709  -0.257
C: 2.95204 -1.71588 4.17873  -0.444
S: 4.00552 -1.95620 5.70341  0.919
C: 4.48574 -0.30366 6.25897  -0.612
N: 3.53763 0.64489 6.11418  0.006
N: 4.08320 1.78444 6.62207  0.018
C: 5.32933 1.49251 7.03495  -0.132
O: 5.66066 0.14658 6.80627  0.010
C: 0.34298 -2.74809 2.09652  -0.262
P: 1.65248 -2.29686 0.84811  0.659
O: 1.06241 -0.90947 0.08445  -0.357
Cl: 1.83218 -3.89274 -0.55381  0.200
C: -3.55189 -3.20161 2.60817  -0.260
O: -4.28911 -3.95392 3.19120  0.128
H: -10.59365 -1.00183 -0.94505  0.074
H: -10.08449 -0.66444 0.75881  0.073
H: -9.88077 -2.36734 0.00634  0.079
H: -7.82843 -1.70188 -1.14729  0.118
H: -8.45322 -0.04160 -1.35225  0.071
H: -7.87740 -0.83397 1.55244  0.102
H: -1.83028 -1.03810 -1.99225  0.104
H: -3.39770 -0.64217 -2.76857  0.103
H: -2.55784 1.42930 -2.93037  0.106
H: -3.29093 1.69842 -1.30884  0.068
H: -0.53860 0.53712 -1.02795  0.085
H: -0.40942 1.90917 -2.20702  0.111
H: -0.58666 2.16212 0.50816  0.108
H: -0.70656 4.00417 -1.80448  0.123
H: 0.32551 4.04259 -0.31328  0.117
H: -3.40423 4.75319 -1.35721  0.103
H: -4.78132 6.57440 -0.16137  0.089
H: -3.76873 7.89535 1.87008  0.099
H: -1.40553 7.30670 2.67529  0.106
H: 0.47041 6.33530 2.02582  0.098
H: -5.93431 1.93568 -1.28316  -0.096
H: 0.24915 -3.66801 5.58371  0.128
H: 2.93965 -3.58303 2.98044  0.098
H: 2.54921 -3.80885 4.71518  0.091
H: 2.17813 -0.91591 4.32546  0.091
H: 3.68496 -1.45347 3.36531  0.074
H: 6.04299 2.19688 7.51241  0.135
H: 1.85393 -0.52059 -0.34123  0.053
C: 12.66078 4.57312 8.05967  -0.112
O: 11.38820 4.00255 7.81750  -0.203
C: 10.42125 4.94653 7.37160  -0.189
C: 9.60051 4.38595 6.21601  -0.177
O: 10.30257 4.24608 4.98318  -0.120
C: 11.32378 3.25318 4.91620  -0.176
C: 10.84112 1.81207 4.99631  -0.189
O: 10.36935 1.49774 6.29956  -0.200
C: 9.16648 0.75465 6.30855  -0.115
H: 12.67685 5.04773 9.04501  0.087
H: 13.39687 3.76856 8.04848  0.089
H: 12.93322 5.30148 7.28974  0.086
H: 10.88750 5.88496 7.06417  0.122
H: 9.75070 5.14282 8.21501  0.125
H: 8.80715 5.11432 6.00635  0.128
H: 9.09316 3.46276 6.48428  0.105
H: 12.10789 3.45372 5.64381  0.110
H: 11.78621 3.38554 3.93336  0.128
H: 11.67875 1.14024 4.78037  0.126
H: 10.06157 1.65023 4.24180  0.124
H: 8.46898 1.09815 5.53820  0.083
H: 8.69198 0.89035 7.28195  0.083
H: 9.38408 -0.30771 6.16563  0.091
C: 2.39958 -6.22861 -3.80361  -0.110
O: 3.02360 -5.33412 -4.70612  -0.201
C: 2.99356 -3.97989 -4.26894  -0.191
C: 4.34248 -3.30498 -4.48807  -0.174
O: 5.39225 -3.75225 -3.63218  -0.123
C: 5.87399 -5.08040 -3.82153  -0.177
C: 6.61018 -5.32931 -5.13034  -0.192
O: 5.71951 -5.30169 -6.23707  -0.202
C: 6.21774 -4.59292 -7.35492  -0.113
H: 1.31553 -6.21053 -3.94793  0.089
H: 2.76350 -7.23346 -4.02159  0.089
H: 2.64165 -5.99151 -2.76297  0.066
H: 2.71608 -3.90394 -3.21596  0.066
H: 2.23986 -3.46351 -4.87304  0.127
H: 4.21144 -2.24386 -4.24095  0.127
H: 4.64919 -3.33151 -5.53024  0.108
H: 5.07898 -5.80701 -3.66498  0.110
H: 6.59135 -5.24191 -3.01099  0.127
H: 7.06634 -6.32484 -5.10187  0.125
H: 7.40723 -4.58418 -5.24333  0.123
H: 6.75431 -3.68703 -7.05706  0.085
H: 5.36924 -4.29775 -7.97379  0.088
H: 6.87735 -5.23836 -7.94253  0.087
C: -9.48307 -1.04210 -8.65110  -0.113
O: -9.71618 0.11455 -7.86945  -0.202
C: -10.78338 -0.03700 -6.94024  -0.189
C: -10.41110 0.53965 -5.57940  -0.175
O: -9.42953 -0.19877 -4.85435  -0.126
C: -8.09868 -0.20380 -5.36700  -0.173
C: -7.37257 1.13252 -5.31492  -0.200
O: -7.92171 2.05412 -6.24681  -0.200
C: -8.08783 3.35986 -5.72943  -0.110
H: -10.19395 -1.08229 -9.48148  0.087
H: -8.47411 -0.97353 -9.05929  0.088
H: -9.55315 -1.95705 -8.05478  0.086
H: -11.07007 -1.08450 -6.82477  0.121
H: -11.63688 0.52309 -7.33655  0.126
H: -11.31346 0.49435 -4.95686  0.128
H: -10.14423 1.59123 -5.63952  0.109
H: -8.06951 -0.63657 -6.36518  0.110
H: -7.54733 -0.89687 -4.72374  0.123
H: -6.32133 0.98261 -5.58396  0.128
H: -7.41724 1.52652 -4.29192  0.095
H: -8.44201 3.34600 -4.69405  0.086
H: -8.83464 3.87223 -6.33755  0.089
H: -7.14341 3.90882 -5.79108  0.087

Atoms 1-6, force components in eV/Å:
0.515 -0.314 -0.066
-0.223 0.898 -0.622
0.009 -1.449 -0.013
0.059 -0.924 0.081
2.698 -0.540 -0.400
0.573 0.647 -1.554

Output
Gap between HOMO and LUMO: 6.98 eV
Lowest unoccupied orbital energy: -1.467 eV

Max |F| in eV/Å, matching the order above: 3.6, 6.4, 12.5, 1.2, 5.3, 3.5